Record 1
Here is 2 unconnected molecules or ions with the total composition C31H31N3O3 from the OMol25 dataset. Energies are from wB97M-V/def2-TZVPD.

Results
HOMO level, Eh: -0.2688
Energy relative to the best compared isomer or geometry (same formula, charge and spin), kcal per mole: 170.15
LUMO energy, Eh: -0.0391
Calculated total energy, a.u.: -1589.6797
Kohn-Sham gap, eV: 6.25

Geometry as ORCA input:
```
! wB97M-V def2-TZVPD RIJCOSX def2/J DEFGRID3
* xyz 0 1
O 1.87 -1.46 -0.84
C 3.06 -1.66 -0.43
C 3.61 -3.01 -0.35
C 4.91 -3.23 0.00
C 5.69 -2.17 0.48
N 6.78 -2.46 1.34
O 7.32 -1.51 1.95
O 7.12 -3.65 1.49
C 5.24 -0.84 0.37
C 3.94 -0.59 0.00
H 2.96 -3.85 -0.60
H 5.38 -4.21 -0.03
H 5.94 -0.04 0.60
H 3.55 0.42 0.01
C -7.50 1.40 1.31
N -6.87 1.22 0.01
C -7.75 1.25 -1.15
C -5.54 0.98 -0.09
C -4.92 0.73 -1.36
C -3.58 0.39 -1.43
C -2.76 0.36 -0.27
C -1.33 0.08 -0.34
C -0.72 -0.56 -1.42
C 0.63 -0.33 -1.84
C 1.00 -0.74 -3.23
C 2.34 -0.84 -3.62
C 2.67 -1.19 -4.93
C 1.67 -1.38 -5.88
C 0.32 -1.28 -5.50
C -0.01 -0.97 -4.18
C -0.49 0.44 0.82
C 0.36 -0.52 1.37
C 1.24 -0.20 2.39
C 1.29 1.13 2.87
N 2.31 1.52 3.68
C 2.37 2.86 4.22
C 3.35 0.59 4.08
C 0.33 2.08 2.41
C -0.54 1.73 1.40
C -3.38 0.64 0.97
C -4.72 0.96 1.07
H -7.25 2.37 1.76
H -8.59 1.34 1.18
H -7.19 0.61 2.01
H -7.75 0.28 -1.67
H -8.76 1.47 -0.80
H -7.43 2.03 -1.86
H -5.51 0.80 -2.28
H -3.12 0.16 -2.40
H -1.30 -1.32 -1.98
H 1.14 0.56 -1.45
H 3.12 -0.64 -2.88
H 3.72 -1.32 -5.19
H 1.92 -1.61 -6.91
H -0.48 -1.44 -6.22
H -1.05 -0.87 -3.89
H 0.31 -1.54 1.00
H 1.92 -0.98 2.76
H 2.69 3.60 3.46
H 1.39 3.17 4.60
H 3.09 2.86 5.04
H 2.96 -0.17 4.78
H 3.80 0.07 3.22
H 4.13 1.16 4.58
H 0.31 3.10 2.81
H -1.26 2.46 1.02
H -2.81 0.58 1.90
H -5.15 1.18 2.04
*
```


Record 2
Here is a molecular structure, C31H32As2CoN5O2SSe5 from the OMol25 dataset. Energies are from wB97M-V/def2-TZVPD.

Results
HOMO level (spin up / spin down), Eh: -0.1186 / -0.1771
Energy relative to the best compared isomer or geometry (same formula, charge and spin), kcal per mole: 0.00
LUMO energy (spin up / spin down), Eh: 0.0801 / 0.0370
Calculated total energy, a.u.: -19884.5152
Kohn-Sham gap (spin up / spin down), eV: 5.41 / 5.83

Geometry as ORCA input:
```
! wB97M-V def2-TZVPD RIJCOSX def2/J DEFGRID3
* xyz -1 4
Co -0.88 2.07 -1.12
C 0.93 -4.58 4.22
C 0.27 -3.40 3.54
C -1.09 -3.14 3.73
C -1.71 -2.08 3.08
C -0.96 -1.27 2.24
C 0.39 -1.50 2.05
C 1.00 -2.56 2.71
S -1.86 -0.04 1.31
O -2.50 -0.80 0.27
O -2.72 0.62 2.26
N -0.73 0.92 0.66
C -0.03 1.75 1.57
C 0.07 1.61 2.95
C 0.85 2.47 3.73
C 1.57 3.49 3.18
C 1.49 3.71 1.79
C 2.14 4.79 1.15
C 1.97 4.98 -0.19
C 1.16 4.09 -0.91
N 0.54 3.08 -0.35
C 0.69 2.86 0.99
H 0.21 -5.19 4.76
H 1.69 -4.23 4.94
H 1.44 -5.21 3.49
H -1.67 -3.79 4.38
H -2.76 -1.87 3.23
H 0.97 -0.85 1.40
H 2.06 -2.75 2.56
H -0.50 0.85 3.45
H 0.89 2.31 4.80
H 2.17 4.16 3.79
H 2.75 5.46 1.74
H 2.44 5.80 -0.71
H 1.04 4.22 -1.98
Se -2.03 4.73 -2.91
Se -0.79 6.33 -3.77
Se 1.08 3.31 -4.37
Se -0.82 2.65 -3.40
C 3.30 1.35 -1.22
As 1.74 0.36 -1.88
C 2.55 -0.09 -3.62
C 2.05 -1.41 -1.08
C 3.27 -1.73 -0.47
C 3.50 -3.00 0.06
C 2.50 -3.96 -0.01
C 1.28 -3.64 -0.59
C 1.04 -2.39 -1.14
As -0.70 -1.92 -1.94
C -1.79 -3.35 -1.15
C -0.41 -2.87 -3.65
H 3.24 1.50 -0.14
H 3.27 2.32 -1.72
H 4.23 0.86 -1.48
H 3.39 -0.78 -3.48
H 2.90 0.84 -4.07
H 1.82 -0.53 -4.29
H 4.05 -0.98 -0.39
H 4.45 -3.23 0.52
H 2.67 -4.95 0.39
H 0.51 -4.40 -0.63
H -1.51 -4.33 -1.54
H -2.83 -3.14 -1.41
H -1.71 -3.33 -0.06
H 0.09 -3.83 -3.49
H 0.18 -2.28 -4.34
H -1.39 -3.05 -4.10
Se -3.69 3.80 1.22
N -5.12 2.88 0.64
C -4.70 2.11 -0.36
C -5.44 1.21 -1.14
C -4.78 0.49 -2.14
C -3.42 0.64 -2.36
N -2.67 1.50 -1.64
C -3.29 2.23 -0.68
N -2.57 3.12 -0.02
H -6.50 1.09 -0.97
H -5.32 -0.20 -2.77
H -2.90 0.08 -3.12
*
```


Record 3
Here is a molecular structure, C31H32AsCl3N3O8S4V from the OMol25 dataset. Energies are from wB97M-V/def2-TZVPD.

Results
HOMO level (spin up / spin down), Eh: -0.1343 / -0.1151
LUMO energy (spin up / spin down), Eh: 0.0846 / 0.0846
Calculated total energy, a.u.: -8119.9041
Kohn-Sham gap (spin up / spin down), eV: 5.96 / 5.43

Geometry as ORCA input:
```
! wB97M-V def2-TZVPD RIJCOSX def2/J DEFGRID3
* xyz -1 2
V -0.67 0.72 -1.03
C 0.13 2.04 -6.47
C 0.71 0.64 -6.48
S 0.21 -0.33 -4.98
C 1.74 -1.24 -4.57
C 3.06 -0.51 -4.53
S 3.37 0.57 -3.08
C 1.94 1.69 -3.12
C 1.99 2.64 -4.31
S 0.31 3.04 -4.94
H -0.96 1.99 -6.59
H 0.55 2.62 -7.30
H 1.79 0.68 -6.53
H 0.34 0.12 -7.36
H 1.81 -2.06 -5.29
H 1.50 -1.65 -3.59
H 3.24 0.08 -5.43
H 3.86 -1.24 -4.45
H 1.98 2.23 -2.17
H 1.04 1.07 -3.12
H 2.54 2.22 -5.15
H 2.44 3.60 -4.05
Cl -1.16 7.81 -0.99
C -0.81 6.14 -0.77
C -1.46 5.20 -1.57
C -1.15 3.87 -1.39
Cl -1.89 2.57 -2.23
C -0.17 3.41 -0.45
O 0.07 2.16 -0.42
C 0.42 4.42 0.36
Cl 1.50 3.95 1.61
C 0.10 5.75 0.21
H -2.19 5.49 -2.30
H 0.56 6.48 0.85
O -0.01 -2.38 1.83
As -1.01 -1.30 0.73
O 0.19 -0.68 -0.22
O -1.79 -0.31 1.73
C -2.10 -2.71 -0.02
C -2.58 -3.67 0.87
C -3.33 -4.72 0.38
C -3.62 -4.79 -0.98
C -3.15 -3.82 -1.85
C -2.39 -2.78 -1.36
S -1.77 -1.48 -2.43
O -2.47 -1.61 -3.68
O -0.33 -1.66 -2.53
O -2.14 -0.26 -1.69
H 0.69 -2.70 1.24
H -2.34 -3.57 1.92
H -3.69 -5.49 1.05
H -4.22 -5.60 -1.36
H -3.35 -3.84 -2.91
C -4.34 -2.33 5.64
C -2.87 -2.10 5.52
C -2.36 -1.00 4.84
C -1.01 -0.74 4.78
C -0.11 -1.59 5.41
N 1.27 -1.37 5.50
C 2.22 -0.71 4.74
O 3.35 -0.62 5.18
N 1.80 -0.22 3.54
C 2.58 0.40 2.57
C 3.95 0.63 2.66
C 4.59 1.20 1.58
C 3.86 1.52 0.45
N 2.55 1.36 0.38
C 1.93 0.84 1.42
C -0.61 -2.71 6.08
C -1.96 -2.95 6.13
H -4.89 -1.67 4.98
H -4.67 -2.14 6.66
H -4.60 -3.36 5.40
H -3.03 -0.32 4.33
H -0.68 0.16 4.28
H 1.72 -1.84 6.28
H 0.87 -0.48 3.22
H 4.49 0.36 3.56
H 5.66 1.39 1.61
H 4.32 1.94 -0.44
H 0.85 0.77 1.36
H 0.08 -3.39 6.57
H -2.32 -3.82 6.67
*
```